# 1
The following is a quantum chemistry calculation of a cluster of 2 separate species, C3H10NO2 in total, from OMol25.

```
16
Properties=species:S:1:pos:R:3:forces:R:3
O -0.42107 2.31222 0.54844 -0.74 0.03 1.32
C 0.27488 1.83767 -0.41429 0.61 -0.24 -1.03
C 0.31309 0.31214 -0.57495 -0.24 1.07 -0.03
C -0.08773 -0.07284 -1.98394 0.16 -0.38 0.34
N -0.66662 -0.18767 0.45423 0.71 0.85 0.05
H 0.72631 2.48195 -1.18663 -0.14 -0.43 0.19
H 1.27901 -0.06669 -0.22632 0.09 -0.50 -0.40
H -0.97376 0.50260 -2.25335 -0.01 -0.06 -0.05
H 0.72754 0.24087 -2.62461 0.03 -0.07 -0.36
H -0.28588 -1.14491 -2.10708 0.20 0.06 -0.10
H -0.84465 0.73670 0.94791 0.00 0.92 0.07
H -1.56030 -0.46383 0.06618 0.16 -0.65 0.09
H -0.16246 -0.80102 1.10592 -0.91 -0.59 -0.22
H 1.29608 -2.08554 2.60084 -0.22 -0.16 -0.37
H 0.04056 -1.58923 3.23189 -0.28 -0.11 -0.14
O 0.34500 -2.01242 2.41575 0.60 0.26 0.64
```
Positions in Å, forces in eV/Å.

Properties
- net charge = 0
- 2S+1 = 2
- E_LUMO (spin up / spin down) (eV) = 0.2 / 0.1
- energy relative to the best compared isomer or geometry (same formula, charge and spin) (eV) = 0.326
- F_max (eV/Å) = 1.52
- gap between HOMO and LUMO (spin up / spin down) (eV) = 4.37 / 8.31
- <S²> = 0.7537

---

# 2
The following is a quantum chemistry calculation of the molecule C24H30ClN7O4S, from OMol25.

```
67
Properties=species:S:1:pos:R:3:forces:R:3
C 2.68698 4.27907 -3.74431 0.01 -0.01 0.06
N 1.98911 4.58772 -2.51226 0.15 0.08 0.06
C 0.55023 4.69505 -2.67169 -0.20 -0.01 -0.12
C -0.13353 3.38539 -3.10428 0.13 0.10 0.04
C 0.41450 2.26250 -2.28775 0.67 0.49 0.23
C 1.55932 2.39427 -1.54382 -0.20 -0.46 0.04
S 1.91070 0.92711 -0.71101 -0.63 0.09 -0.62
C 0.47028 0.24995 -1.43343 0.94 0.74 0.27
N -0.17683 1.05286 -2.21328 -0.48 -0.70 -0.08
C 0.01613 -1.08011 -1.00294 -0.33 -0.54 -0.40
O 0.65942 -1.73572 -0.20096 0.24 0.11 0.17
N -1.15264 -1.44156 -1.58788 -0.02 0.08 -0.15
H -1.57388 -0.69974 -2.13306 0.07 0.03 0.02
C -2.06409 -2.45315 -1.08522 -0.01 -0.04 0.36
C -1.32803 -3.73110 -0.68417 -0.13 -0.11 -0.04
H -0.76162 -4.08300 -1.54735 0.11 0.01 0.02
C -2.31082 -4.80185 -0.19470 -0.09 0.02 0.12
C -3.20353 -5.27894 -1.33921 0.29 -0.12 0.32
O -4.36474 -4.92258 -1.44749 -0.34 0.19 0.08
N -2.65161 -6.11812 -2.24918 -0.02 -0.25 -0.34
C -1.30660 -6.63561 -2.27883 0.19 0.02 0.06
H -1.34432 -7.71311 -2.45972 0.05 0.03 0.03
H -0.73887 -6.17582 -3.09430 0.05 -0.04 0.03
H -0.77739 -6.46352 -1.34826 0.01 0.01 0.00
C -3.45496 -6.54140 -3.37663 -0.27 0.11 -0.05
H -2.98774 -6.22660 -4.31235 0.01 -0.03 -0.04
H -4.43773 -6.08421 -3.28792 0.08 -0.08 -0.09
H -3.55965 -7.62834 -3.38000 0.02 -0.02 -0.03
H -1.74375 -5.65803 0.18308 0.00 0.08 -0.08
C -3.13182 -4.25128 0.97766 -0.21 -0.07 -0.28
C -3.84181 -2.94184 0.64327 0.00 0.10 0.03
C -2.89450 -1.88106 0.09303 -0.36 0.03 -0.39
N -2.02705 -1.34551 1.11515 0.11 -0.25 0.24
C -1.62094 -0.07481 1.11167 -0.29 0.04 0.09
O -2.04162 0.81719 0.39082 0.00 0.02 0.00
C -0.50681 0.19629 2.12911 0.17 0.17 0.07
O -0.16136 -0.62401 2.95247 0.05 -0.07 0.03
N 0.00275 1.43349 1.92742 -0.51 0.16 -0.31
C 1.11324 2.03529 2.48863 0.44 0.05 0.39
N 1.39827 3.23299 1.98525 -0.44 -0.26 -0.19
C 2.44601 3.88560 2.44927 0.31 0.02 0.27
C 3.26726 3.36658 3.43964 -0.18 -0.22 -0.02
C 2.97874 2.11180 3.96543 -0.04 0.30 -0.22
C 1.87969 1.42850 3.48649 -0.06 -0.02 -0.06
H 1.61274 0.45260 3.85558 -0.02 -0.04 0.02
H 3.60425 1.68465 4.73362 0.06 -0.02 0.06
Cl 4.62620 4.26483 4.00637 0.13 0.12 0.03
H 2.63580 4.85728 2.01478 0.12 0.11 0.03
H -0.47386 1.96987 1.20221 0.12 -0.15 0.13
H -1.52293 -1.97565 1.72600 0.04 0.17 0.01
H -3.46865 -1.02304 -0.27813 0.07 -0.19 0.03
H -4.60197 -3.14593 -0.10970 0.02 0.06 0.09
H -4.33535 -2.55402 1.53592 -0.03 0.06 -0.01
H -3.88289 -4.98841 1.26571 0.05 0.00 0.11
H -2.45975 -4.10821 1.82724 0.05 -0.08 0.06
H -0.61188 -3.50687 0.10596 -0.03 -0.08 -0.10
H -2.76606 -2.68491 -1.89449 0.05 0.02 0.08
C 2.32485 3.67287 -1.43621 0.12 0.25 0.20
H 2.07078 4.15091 -0.48171 0.09 -0.07 -0.05
H 3.40138 3.48812 -1.44054 -0.01 0.06 0.02
H 0.04756 3.18802 -4.16479 -0.06 0.01 -0.02
H -1.21275 3.44964 -2.96124 -0.02 0.02 -0.04
H 0.14507 5.00930 -1.70629 -0.07 0.04 -0.03
H 0.34611 5.48170 -3.40135 -0.05 0.01 0.08
H 2.36762 4.98033 -4.51328 0.02 0.01 -0.09
H 3.75632 4.41187 -3.58060 0.04 -0.03 -0.08
H 2.51644 3.25599 -4.10568 0.00 -0.04 -0.07
```
Positions in Å, forces in eV/Å.

Properties
- net charge = 0
- E_LUMO (eV) = 0.2
- SMILES string = CN1CCc2nc(C(=O)N[C@H]3C[C@H](C(=O)N(C)C)CC[C@H]3NC(=O)C(=O)Nc3ccc(Cl)cn3)sc2C1
- F_max (eV/Å) = 1.23
- gap between HOMO and LUMO (eV) = 8.88

---

# 3
The following is a quantum chemistry calculation of the molecule C3H5NO, from OMol25.

```
10
Properties=species:S:1:pos:R:3:forces:R:3
C 1.36978 0.18603 0.03708 4.40 -1.28 -2.05
C -0.84262 0.52684 -0.26865 -3.62 4.33 -6.40
C -0.64226 -0.66863 0.20775 -0.68 -10.57 4.39
H 0.90184 0.90553 0.75464 1.91 -0.15 0.58
H -0.62366 1.36487 0.33052 -0.29 1.19 0.10
H -1.63583 0.50621 -1.10394 1.38 1.11 1.44
H -0.22011 -0.68156 1.25667 -1.03 -0.91 -0.85
H -1.18023 -1.65017 -0.25311 0.81 2.41 2.04
N 0.34061 -0.32322 -0.73955 0.12 2.10 -1.05
O 2.53249 -0.16589 -0.22143 -3.00 1.76 1.81
```
Positions in Å, forces in eV/Å.

Properties
- net charge = 0
- E_LUMO (eV) = 0.9
- SMILES string = O=CN1CC1
- energy relative to the best compared isomer or geometry (same formula, charge and spin) (eV) = 3.529
- F_max (eV/Å) = 11.47
- gap between HOMO and LUMO (eV) = 11.25